Entry 1:
Entry from OMol25: a molecular structure, C21H41B3BeBr4F5MgN2NaO13S2 at a distorted geometry (the ωB97M-V functional and the def2-TZVPD basis).

Geometry as XYZ:
```
94
C21H41B3BeBr4F5MgN2NaO13S2 the ωB97M-V functional and the def2-TZVPD basis
C 0.01769 0.92999 0.94273
C -1.08666 0.17845 -0.05635
C -1.09586 -1.40636 0.42018
F -1.91611 -1.56075 1.65874
B -1.57030 -2.45572 -0.77071
O -2.56012 -2.03744 -1.81672
B -2.15736 -2.55894 -3.15073
O -1.62487 -3.96433 -3.24458
B -0.51116 -3.94458 -2.23164
C 1.04901 -3.99664 -2.74754
C 2.14289 -3.43963 -1.61129
N 2.86727 -2.18952 -2.05589
C 1.94971 -0.98764 -2.17308
C 2.30853 -0.01270 -3.48240
C 4.10145 -1.89256 -1.23638
C 4.76946 -2.83901 -0.07820
O 4.75527 -0.73137 -1.51344
O -0.95536 -3.82964 -0.81248
H -0.03031 2.09805 0.89004
H -0.14169 0.56194 2.04742
H 1.09195 0.60997 0.60576
H -0.66952 0.28257 -1.16457
H -2.13374 0.71539 0.07949
H 0.03274 -1.66671 0.70074
H -2.22073 -1.83919 -4.08182
H 1.23067 -3.33991 -3.72773
H 1.29979 -5.12274 -3.05442
H 1.57965 -3.25317 -0.57883
H 2.85423 -4.36825 -1.40787
H 2.04093 -0.32527 -1.18396
H 0.81274 -1.24277 -2.28008
H 3.42444 -0.22381 -3.81059
H 1.53612 -0.11440 -4.35555
H 2.27562 1.09065 -3.05363
H 4.00326 -3.24995 0.72168
H 5.30258 -3.74378 -0.64561
H 5.66001 -2.27768 0.48419
Na 4.53100 0.51104 -4.83359
C 3.20178 0.87225 -9.04016
C 2.08494 1.68528 -8.44686
O 1.87990 1.72793 -7.23604
N 1.28422 2.39142 -9.29573
C 1.35856 2.47281 -10.73515
H 3.75019 0.36734 -8.23912
H 2.79569 0.11231 -9.71239
H 3.89612 1.52435 -9.57572
H 0.55624 2.91290 -8.82119
H 1.49980 3.52140 -11.00810
H 0.40819 2.12069 -11.14360
H 2.17466 1.87639 -11.14489
C 7.00064 -1.66199 4.60537
F 6.60122 -1.09512 5.78906
F 7.19936 -0.61608 3.74022
F 8.24474 -2.18772 4.84573
S 5.78680 -2.92595 3.95622
O 4.52678 -2.19617 3.75936
O 5.69858 -3.95787 4.99856
O 6.36820 -3.42202 2.70139
Mg -0.17659 1.54224 3.76906
C -1.98693 7.42807 6.91600
C -1.99084 6.45781 8.09632
C -1.67018 5.06808 7.54869
S -0.67805 5.32438 6.08525
O -1.42775 4.86634 4.93447
O 0.68011 4.89228 6.34817
C -0.73059 7.10528 6.12091
H -1.99614 8.47059 7.24721
H -2.87653 7.26090 6.29705
H -1.22020 6.75715 8.81705
H -2.95106 6.46331 8.62154
H -1.10595 4.47174 8.27018
H -2.57808 4.53492 7.25354
H -0.75316 7.49896 5.10332
H 0.16569 7.45612 6.64114
F -3.82072 -1.47810 2.48824
C -9.69210 -3.98983 3.88884
O -8.59532 -3.40883 3.18606
C -7.75284 -4.31081 2.62210
O -7.86451 -5.52568 2.67295
O -6.76479 -3.62697 1.99193
C -5.79731 -4.45378 1.34804
H -10.29935 -3.17788 4.29819
H -10.31725 -4.57865 3.20981
H -9.33500 -4.60560 4.72050
H -6.26670 -5.06112 0.56742
H -5.28451 -5.08817 2.07821
H -5.05558 -3.80247 0.87749
Br 6.93391 -3.60627 6.52940
C -1.81939 3.39992 -2.53464
Br -1.47181 1.87164 -3.68682
Br -3.54536 3.26021 -1.64808
Br -0.37495 3.69246 -1.26480
H -1.86188 4.28367 -3.17978
Be 1.00190 2.72235 -3.62322
```

Summary:
HOMO energy: -0.41019 hartree
Net charge: +2



Entry 2:
Entry from OMol25: a molecular structure, C23H20BrN6OPtS2 (the ωB97M-V functional and the def2-TZVPD basis).

Geometry as XYZ:
```
54
C23H20BrN6OPtS2 the ωB97M-V functional and the def2-TZVPD basis
Pt -0.09979 -0.03038 0.07117
Br 4.50144 -2.57612 5.25405
C 3.35941 -1.51726 4.18611
C 3.81418 -0.28232 3.70158
C 3.00244 0.50870 2.92490
C 1.69125 0.10231 2.58867
O 0.91810 0.88972 1.89551
C 1.25645 -1.15162 3.08448
C -0.08499 -1.56512 2.83158
N -0.84112 -1.02534 1.93950
C -2.21054 -1.33093 1.89748
C -3.00343 -1.53780 2.99155
C -4.36244 -1.89071 2.82781
C -4.89692 -2.04601 1.58293
C -4.09626 -1.82009 0.43566
C -4.55162 -2.01285 -0.88696
C -3.69178 -1.81672 -1.92582
C -2.39101 -1.35276 -1.66524
N -1.94305 -1.11542 -0.44979
C -2.76658 -1.40790 0.60569
C 2.09505 -1.94318 3.89214
H 4.81553 0.04553 3.94876
H 3.34135 1.47388 2.56870
H -0.50495 -2.36331 3.44872
H -2.58728 -1.42160 3.98443
H -4.97619 -2.04634 3.70461
H -5.92975 -2.34359 1.45333
H -5.57175 -2.33463 -1.05855
H -3.99238 -1.98581 -2.94993
H -1.71752 -1.13912 -2.47951
H 1.73407 -2.89120 4.27338
N 1.36279 0.44874 -3.69072
C 0.53710 1.46845 -3.43842
N 0.81766 2.63334 -4.03049
S -0.80478 1.32553 -2.40444
H 2.18587 0.55188 -4.26388
H 1.17832 -0.43839 -3.25808
H 1.58456 2.73978 -4.67616
H 0.17876 3.39928 -3.90781
N 5.15233 4.30345 -2.08072
C 4.68171 3.15697 -2.57292
S 5.02646 2.58166 -4.07823
C 3.72127 2.42221 -1.69269
C 2.64397 3.08072 -1.10849
C 1.63397 2.33588 -0.53470
N 1.68005 0.99933 -0.50072
C 2.78409 0.37819 -0.91899
C 3.81930 1.04977 -1.53679
H 5.78606 4.84993 -2.64262
H 5.00292 4.57253 -1.12223
H 2.53126 4.15483 -1.18129
H 0.75331 2.80100 -0.11903
H 2.80291 -0.69745 -0.80119
H 4.66484 0.50853 -1.93819
```

Summary:
Spin multiplicity: 3
HOMO energy (alpha / beta): -0.37080 / -0.37286 hartree
Net charge: +1
ΔE to the lowest compared entry with this formula, charge and spin: 0.00 kJ/mol



Entry 3:
Entry from OMol25: a gas-phase ion, C6H12NS (charge +1) at a distorted geometry (the ωB97M-V functional and the def2-TZVPD basis).

Geometry as XYZ:
```
20
C6H12NS the ωB97M-V functional and the def2-TZVPD basis
C 3.29070 1.18085 0.43359
C 2.98541 -0.10633 0.25267
N 1.67630 -0.46078 -0.04799
C 1.41172 -1.70521 -0.12573
S 0.19083 1.03190 -0.61547
C -1.30317 0.11443 -1.16487
C -2.18957 -0.42401 0.01472
C -2.89231 0.75919 0.74580
H 4.20074 1.62010 0.64305
H 2.66785 2.02834 0.40473
H 3.68921 -0.84435 0.37295
H 0.51019 -2.18120 -0.60429
H 1.89046 -2.59669 0.24829
H -0.96131 -0.65464 -1.90637
H -1.58281 1.10725 -1.67358
H -2.82858 -1.02111 -0.53370
H -1.74859 -0.84705 0.85033
H -3.61605 1.10281 0.06247
H -3.28306 0.27970 1.57303
H -2.10795 1.61681 1.07039
```

Summary:
SMILES string: C=C[N+](=C)SCCC
HOMO energy: -0.51630 hartree
Net charge: +1
ΔE to the lowest compared entry with this formula, charge and spin: 447.63 kJ/mol



Entry 4:
Entry from OMol25: 2 unconnected molecules or ions with the total composition C4H14N2 at a distorted geometry (the ωB97M-V functional and the def2-TZVPD basis).

Geometry as XYZ:
```
20
C4H14N2 the ωB97M-V functional and the def2-TZVPD basis
C 3.24767 0.14088 -1.04386
C 2.09282 -0.88891 -1.08030
N 1.54055 -1.41329 0.09510
H 4.10507 -0.29782 -0.48091
H 3.77924 0.56896 -1.91052
H 3.02849 1.06874 -0.38206
H 1.21784 -0.45701 -1.59298
H 2.37717 -1.72878 -1.77560
H 1.33698 -0.63162 0.67244
H 2.15329 -2.10200 0.56798
C -3.49644 0.25760 0.41062
C -2.10084 0.28336 0.94299
N -1.31308 1.45688 0.54912
H -3.69096 0.65555 -0.63220
H -4.02622 -0.73816 0.46658
H -4.05853 0.84213 1.11696
H -2.10091 0.19122 2.05375
H -1.51270 -0.44639 0.38738
H -1.93643 2.20466 0.29771
H -0.72389 1.80781 1.32527
```

Summary:
Spin multiplicity: 2
HOMO energy (alpha / beta): -0.55972 / -0.46688 hartree
Net charge: +1
ΔE to the lowest compared entry with this formula, charge and spin: 146.24 kJ/mol



Entry 5:
Entry from OMol25: a molecular structure, C39H42N8O4S2Ti (the ωB97M-V functional and the def2-TZVPD basis).

Geometry as XYZ:
```
96
C39H42N8O4S2Ti the ωB97M-V functional and the def2-TZVPD basis
Ti 0.49503 0.73230 0.02517
C -5.22997 0.14674 1.09095
O -4.33953 0.87837 1.98899
C -3.10779 0.73645 1.49717
N -2.93772 0.02229 0.46613
C -4.25664 -0.58860 0.13461
C -4.24736 -2.08816 0.32404
C -4.63537 -2.92440 -0.71533
C -4.70931 -4.29921 -0.52215
C -4.39460 -4.84318 0.71504
C -4.00936 -4.01012 1.76116
C -3.94084 -2.63962 1.56604
C -2.04641 1.45722 2.27194
C -2.47682 2.04149 3.46637
C -1.60117 2.73263 4.27531
C -0.29609 2.85191 3.83820
C 0.05135 2.26556 2.63857
N -0.76754 1.53973 1.84212
C 1.40541 2.51895 2.11143
N 1.77194 2.12584 0.95112
C 3.12300 2.71699 0.68398
C 3.44857 3.39547 2.03434
O 2.22396 3.24043 2.82277
C 4.19377 1.74591 0.25328
C 5.05991 2.09437 -0.77472
C 6.10983 1.25266 -1.11928
C 6.28966 0.05277 -0.44465
C 5.43281 -0.29470 0.59459
C 4.39584 0.55672 0.94919
H -5.87553 0.87045 0.59835
H -5.82908 -0.53076 1.68768
H -4.48887 -0.37503 -0.90584
H -4.89584 -2.49909 -1.68106
H -5.03115 -4.94210 -1.33230
H -4.46849 -5.91166 0.87300
H -3.78097 -4.43086 2.73291
H -3.65506 -1.99789 2.39711
H -3.51557 1.94445 3.73931
H -1.93399 3.18453 5.20197
H 0.45531 3.39451 4.39649
H 2.99675 3.46930 -0.09349
H 3.65740 4.45674 1.95137
H 4.25572 2.90444 2.56609
H 4.92864 3.03839 -1.29650
H 6.79777 1.53952 -1.90676
H 7.11298 -0.60125 -0.70806
H 5.59418 -1.21520 1.14639
H 3.76255 0.31912 1.79697
O 1.19318 -0.42266 1.78946
C 1.78862 -1.75407 1.72041
C 0.71427 -2.81685 1.88818
C -0.64546 -2.43961 1.27846
C -0.69988 -2.26719 -0.21782
C -1.10467 -3.34256 -1.00020
C -1.25677 -3.19880 -2.36596
C -0.99790 -1.95705 -2.93230
C -0.57862 -0.94127 -2.10852
N -0.41987 -1.07248 -0.77596
H 0.85288 -0.30016 2.68039
H 2.54278 -1.83425 2.49914
H 2.29207 -1.79326 0.76764
H 0.54696 -3.00875 2.94972
H 1.08842 -3.75567 1.47191
H -1.02138 -1.52660 1.73696
H -1.35210 -3.22274 1.53986
H -1.32909 -4.28559 -0.51756
H -1.59027 -4.02929 -2.97742
H -1.11355 -1.77959 -3.99341
H -0.34438 0.02287 -2.53928
N 2.53467 -2.98901 -1.14399
C 2.78787 -1.82424 -1.80163
N 2.19931 -0.66955 -1.57673
C 2.65940 0.26189 -2.50848
C 3.60277 -0.17100 -3.36552
S 3.95304 -1.81709 -3.07453
C 2.10060 1.60634 -2.51501
C 2.45650 2.59560 -3.35301
S 1.65332 4.06355 -2.95863
C 0.85281 3.27015 -1.66643
N 1.13287 1.97174 -1.56051
N 0.05450 3.95662 -0.83054
H 2.95406 -3.82783 -1.51138
H 1.61389 -3.11774 -0.76224
H 4.11398 0.37383 -4.14665
H 3.16063 2.55641 -4.17179
H -0.13905 4.92574 -1.02094
H -0.57796 3.46582 -0.22495
C -3.23812 1.42584 -2.50452
C -1.97532 2.13904 -2.08606
O -1.41431 1.55592 -0.87366
H -3.58452 1.84643 -3.44891
H -4.03227 1.56819 -1.76979
H -3.06851 0.35669 -2.65282
H -2.18054 3.18764 -1.89051
H -1.21544 2.07931 -2.86435
H -2.06072 0.90089 -0.50009
```

Summary:
Spin multiplicity: 2
HOMO energy (alpha / beta): -0.56463 / -0.56461 hartree
Net charge: +3
ΔE to the lowest compared entry with this formula, charge and spin: 221.44 kJ/mol



Entry 6:
Entry from OMol25: 4 unconnected molecules or ions with the total composition C5H16IO5 at a distorted geometry (the ωB97M-V functional and the def2-TZVPD basis).

Geometry as XYZ:
```
27
C5H16IO5 the ωB97M-V functional and the def2-TZVPD basis
I -1.39031 -1.14438 -0.03332
C 1.05138 -4.31351 1.26968
O 0.18290 -4.47447 0.20576
H 2.06819 -4.49284 0.92034
H 0.90997 -3.35231 1.76382
H 0.86277 -5.12299 1.97485
H -0.30918 -3.66628 0.04365
C 2.27144 0.69366 1.66866
C 1.17939 1.29387 2.51893
O 1.11988 0.64014 3.80516
O 1.90440 -0.66390 1.24458
H 3.26733 0.74231 2.10904
H 2.37338 1.30052 0.76898
H 0.22853 1.16309 2.00235
H 1.29152 2.35775 2.72799
H 1.12684 -0.29246 3.57755
H 1.03156 -0.69241 0.84592
C -2.59761 1.99203 -3.19981
C -1.10284 1.86557 -2.94005
O -0.82100 1.89641 -1.56787
O -3.03433 3.32117 -2.88919
H -3.02711 1.24857 -2.52833
H -2.95113 1.77102 -4.20692
H -0.61963 2.61428 -3.56778
H -0.85507 0.86873 -3.30476
H -0.99452 1.00285 -1.26286
H -3.16671 3.44359 -1.94627
```

Summary:
Spin multiplicity: 2
HOMO energy (alpha / beta): -0.37116 / -0.37102 hartree
Net charge: 0
ΔE to the lowest compared entry with this formula, charge and spin: 0.00 kJ/mol